Entry 1
Computed, not measured: a 2-piece molecular cluster, C9H14 overall, with wB97M-V/def2-TZVPD.

Atoms and positions in Å:
1 C 2.301 0.419 1.341
2 C 0.604 0.176 -2.095
3 C 1.370 0.650 -0.996
4 C 0.083 -1.153 -1.966
5 C 1.305 -0.004 0.230
6 C -0.052 -1.758 -0.723
7 C 0.461 -1.129 0.416
8 H 0.607 0.738 -3.025
9 H 1.931 1.593 -0.972
10 H -0.175 -1.681 -2.879
11 H -0.564 -2.716 -0.624
12 H 3.187 0.634 0.733
13 H 2.623 -0.457 1.910
14 H 0.080 -1.372 1.399
15 H 1.910 1.245 1.926
16 C -2.752 1.785 1.377
17 C -2.363 0.279 1.266
18 H -2.310 2.300 2.237
19 H -2.352 2.373 0.558
20 H -3.855 1.977 1.339
21 H -1.553 0.269 0.514
22 H -3.091 -0.514 1.307
23 H -1.860 0.104 2.216

Values from the calculation:
HOMO (spin up / spin down)   0.0319 / -0.1199 Ha
Expectation value of S²   0.760
Charge   -1
Multiplicity   2



Entry 2
Computed, not measured: a 2-piece molecular cluster, C9H14 overall, with wB97M-V/def2-TZVPD.

Atoms and positions in Å:
1 C -0.392 -1.583 -2.151
2 C 0.771 -1.132 -0.036
3 C 0.252 -0.605 -1.253
4 C 1.356 -0.310 0.964
5 C 0.568 0.692 -1.663
6 C 1.577 0.980 0.483
7 C 1.355 1.440 -0.790
8 H 0.578 -2.275 0.204
9 H 1.738 -0.862 1.892
10 H -0.323 -1.307 -3.239
11 H -1.505 -1.580 -1.959
12 H 0.503 1.148 -2.621
13 H 2.255 1.595 1.221
14 H 1.441 2.520 -1.127
15 H 0.020 -2.548 -2.065
16 C -1.785 -0.307 2.059
17 C -2.435 1.021 1.814
18 H -1.220 -0.376 3.029
19 H -2.434 -1.169 1.796
20 H -0.861 -0.428 1.460
21 H -3.076 0.811 0.809
22 H -1.565 1.680 1.533
23 H -3.161 1.617 2.508

Values from the calculation:
HOMO (spin up / spin down)   0.0296 / -0.1363 Ha
Expectation value of S²   0.761
Charge   -1
Multiplicity   2



Energetically preferred structure: entry 1 | next structure: +0.849 eV



Entry 1
Computed, not measured: one molecule with the formula C6H6N2O3, with wB97M-V/def2-TZVPD.

Atoms and positions in Å:
1 C 0.018 1.316 0.612
2 C 1.024 2.358 0.503
3 C 0.230 0.110 0.074
4 C 2.640 0.854 -0.327
5 C 1.589 -0.320 -0.429
6 C -0.903 -0.852 0.023
7 N 2.188 2.096 0.098
8 N 2.283 -1.555 0.271
9 O 3.783 0.632 -0.667
10 O 2.837 -2.326 -0.460
11 O 2.214 -1.511 1.477
12 H -1.038 1.478 0.784
13 H 0.884 3.423 0.657
14 H 1.816 -0.582 -1.428
15 H -1.657 -0.528 0.772
16 H -0.667 -1.950 0.034
17 H -1.404 -0.671 -0.906

Values from the calculation:
HOMO   -0.3664 Ha
SMILES   CC1=CC=NC(=O)[C@H]1[N+](=O)[O-]
Multiplicity   1



Entry 2
Computed, not measured: one molecule with the formula C6H6N2O3, with wB97M-V/def2-TZVPD.

Atoms and positions in Å:
1 C 0.683 -1.441 -0.308
2 C 1.768 -1.127 0.366
3 C 1.107 0.929 0.814
4 C -0.292 -0.363 -0.778
5 C -0.351 0.757 0.475
6 C -1.580 0.622 1.379
7 N 2.122 0.218 0.670
8 N -0.068 0.405 -2.013
9 O -0.965 0.708 -2.759
10 O 1.067 0.749 -2.203
11 O 0.432 1.922 0.396
12 H 0.611 -2.494 -0.676
13 H 2.453 -1.940 0.618
14 H -1.264 -0.844 -0.861
15 H -2.491 0.414 0.753
16 H -1.755 1.643 1.917
17 H -1.478 -0.158 2.210

Values from the calculation:
HOMO   -0.3505 Ha
SMILES   C[C@@]12OC1=NC=C[C@@H]2[N+](=O)[O-]
Multiplicity   1



Energetically preferred structure: entry 1 | next structure: +2.485 eV



Entry 1
Computed, not measured: a 11-piece molecular cluster, BH24O10 overall, with wB97M-V/def2-TZVPD.

Atoms and positions in Å:
1 B 21.714 30.667 37.933
2 H 22.692 31.080 38.774
3 H 20.788 30.807 38.441
4 H 21.602 31.076 36.900
5 H 22.053 29.612 37.803
6 O 21.466 26.700 36.960
7 H 21.563 26.594 37.879
8 H 20.845 27.532 36.660
9 O 23.809 30.419 41.529
10 H 24.736 30.571 41.783
11 H 24.122 30.501 40.555
12 O 17.496 30.602 38.128
13 H 18.384 30.261 38.063
14 H 17.057 29.885 37.682
15 O 18.818 32.732 36.314
16 H 19.273 33.418 35.670
17 H 19.324 32.090 36.992
18 O 20.766 33.525 39.695
19 H 21.124 32.679 39.375
20 H 21.102 33.627 40.636
21 O 24.446 30.205 35.695
22 H 23.788 30.145 36.434
23 H 24.171 29.410 35.189
24 O 21.245 29.399 41.565
25 H 21.021 29.557 40.802
26 H 22.127 29.437 41.585
27 O 23.601 33.771 37.578
28 H 23.812 33.657 36.666
29 H 22.946 32.902 37.667
30 O 25.885 32.467 38.512
31 H 26.168 32.843 39.235
32 H 24.974 32.875 38.311
33 O 19.606 28.819 36.306
34 H 20.117 29.352 36.958
35 H 20.070 28.906 35.384

Values from the calculation:
HOMO   -0.2439 Ha
Charge   -1
Multiplicity   1



Entry 2
Computed, not measured: a 11-piece molecular cluster, BH24O10 overall, with wB97M-V/def2-TZVPD.

Atoms and positions in Å:
1 B 0.361 -0.418 0.021
2 H 0.791 0.525 -0.540
3 H -0.749 -0.585 -0.307
4 H 1.000 -1.321 -0.325
5 H 0.436 -0.365 1.186
6 O -2.705 -2.347 -1.937
7 H -2.200 -1.796 -1.327
8 H -2.135 -3.102 -2.111
9 O 3.479 2.001 -0.523
10 H 4.081 2.126 -1.265
11 H 2.687 2.488 -0.767
12 O -1.508 1.990 3.199
13 H -0.668 2.010 2.701
14 H -1.247 1.768 4.096
15 O 3.261 -0.387 0.861
16 H 2.336 -0.564 0.610
17 H 3.574 0.253 0.201
18 O 1.035 1.975 1.875
19 H 1.135 1.154 1.341
20 H 0.688 2.625 1.256
21 O 0.864 -0.950 -3.071
22 H 0.629 -0.878 -2.131
23 H 0.731 -1.879 -3.280
24 O -1.428 1.643 -1.397
25 H -0.594 1.127 -1.337
26 H -1.263 2.436 -0.881
27 O 1.030 -3.491 0.463
28 H 0.846 -2.525 0.379
29 H 1.710 -3.657 -0.196
30 O -3.795 0.273 -0.987
31 H -2.860 0.490 -1.166
32 H -4.126 1.041 -0.516
33 O -2.026 -0.875 2.010
34 H -1.225 -0.785 1.464
35 H -2.144 0.000 2.401

Values from the calculation:
HOMO   -0.2617 Ha
Charge   -1
Multiplicity   1



Energetically preferred structure: entry 2 | next structure: +3.580 eV



Entry 1
Computed, not measured: one molecule with the formula CHN3O3S, with wB97M-V/def2-TZVPD.

Atoms and positions in Å:
1 C -2.297 0.411 0.078
2 N -3.415 0.340 0.180
3 N -0.450 -0.644 0.373
4 N -0.888 0.454 -0.137
5 O 1.590 -1.520 -1.097
6 O 1.905 0.221 0.692
7 O -0.310 1.383 -0.670
8 S 1.245 -1.269 0.259
9 H 2.621 0.623 0.323

Values from the calculation:
HOMO   -0.4013 Ha
Multiplicity   1



Entry 2
Computed, not measured: a 2-piece molecular cluster, CHN3O3S overall, with wB97M-V/def2-TZVPD.

Atoms and positions in Å:
1 C 1.167 1.551 0.303
2 N 0.255 2.233 0.395
3 N -0.242 -0.526 -0.919
4 N -0.394 -1.395 0.134
5 O -1.105 -1.017 1.057
6 O 0.262 -2.387 -0.012
7 O -0.885 0.541 -0.922
8 S 2.301 0.400 0.022
9 H -1.359 0.600 -0.058

Values from the calculation:
HOMO (spin up / spin down)   -0.3697 / -0.3700 Ha
Multiplicity   1



Energetically preferred structure: entry 1 | next structure: +2.430 eV